13
Properties=species:S:1:pos:R:3:forces:R:3 method="wB97M-V/def2-TZVPD" relative_energy_ev=0.904 homo_lumo_gap_ev=8.845 lumo_energy_ev=0.8261 e_tot_ev=-9272.5980 smiles=Cc1c[nH]c(O)n1
C 0.47723 -0.44056 -1.93355 0.347 0.241 -0.032
C 0.11734 0.28657 -0.67729 -0.249 -0.527 -0.020
C -1.15784 0.26541 -0.19738 -0.062 -0.228 0.144
N -1.02548 0.25210 1.18354 -0.010 0.459 0.267
C 0.29705 0.34458 1.43178 -0.106 0.048 -0.063
O 0.76972 0.32163 2.68413 0.158 0.215 0.102
N 1.02353 0.40810 0.35574 -0.026 -0.314 0.276
H 1.48785 -0.86170 -1.90774 -0.096 0.441 0.125
H 0.34043 0.12462 -2.84781 -0.106 -0.072 -0.233
H -0.18998 -1.28369 -1.84186 -0.121 -0.427 -0.962
H -2.11402 0.08975 -0.67428 0.273 -0.001 0.068
H -1.75401 0.09605 1.85582 0.038 0.203 0.100
H 1.72818 0.39715 2.56892 -0.040 -0.039 0.229



13
Properties=species:S:1:pos:R:3:forces:R:3 method="wB97M-V/def2-TZVPD" relative_energy_ev=3.926 homo_lumo_gap_ev=8.808 lumo_energy_ev=0.8545 e_tot_ev=-9269.5763 smiles="CC1=C=C(N)ON1"
C -2.17254 0.53969 0.08856 -0.044 0.009 0.030
C -0.72276 0.16290 0.04823 -0.209 0.037 -0.063
C 0.36209 0.79855 0.59753 -0.030 -0.409 -0.292
C 1.35118 -0.07674 0.12748 0.272 0.057 0.038
N 2.68692 -0.00648 0.28204 -0.027 0.102 -0.043
O 0.95194 -1.14890 -0.60006 0.215 0.162 0.126
N -0.41827 -0.95612 -0.75348 -0.182 0.102 0.184
H -2.81653 -0.21785 -0.37187 0.113 0.090 0.085
H -2.48663 0.70325 1.12247 0.064 -0.011 -0.136
H -2.31862 1.47990 -0.45339 0.035 -0.136 0.086
H 3.03031 0.85710 0.67176 -0.043 -0.130 -0.060
H 3.30103 -0.54705 -0.30719 -0.120 0.037 0.123
H -0.86890 -1.83542 -0.50957 -0.044 0.092 -0.079



13
Properties=species:S:1:pos:R:3:forces:R:3 method="wB97M-V/def2-TZVPD" relative_energy_ev=2.654 homo_lumo_gap_ev=10.960 lumo_energy_ev=1.0232 e_tot_ev=-9270.8476
N -0.39023 -0.04283 -2.18658 0.112 -0.279 0.383
C -0.15503 -0.49080 -1.03793 -0.164 0.260 -0.399
O -0.02578 -1.77722 -0.56859 -0.095 -0.089 -0.079
C -0.08181 -1.32348 0.81881 -0.003 -0.003 0.346
C 0.00518 0.11119 0.31920 0.003 -0.108 -0.015
C 0.78935 1.33178 0.60378 0.272 0.066 0.002
N -0.64303 1.26630 0.87073 -0.249 0.103 -0.093
H -0.49506 -0.80414 -2.85789 0.041 0.094 -0.019
H -1.06675 -1.54349 1.23725 0.097 0.002 0.020
H 0.69788 -1.76292 1.44196 0.091 0.147 -0.216
H 1.12243 1.87689 -0.27884 -0.025 -0.091 0.166
H 1.43357 1.41228 1.47571 -0.159 -0.117 -0.091
H -1.19073 1.74644 0.16238 0.080 0.016 -0.005



13
Properties=species:S:1:pos:R:3:forces:R:3 method="wB97M-V/def2-TZVPD" relative_energy_ev=1.353 homo_lumo_gap_ev=8.237 lumo_energy_ev=0.8415 e_tot_ev=-9272.1486 smiles=Nc1c[nH]c(O)c1
N 1.79472 -0.20572 1.43021 0.035 0.014 0.164
C 0.80299 -0.09380 0.43628 0.023 0.007 -0.170
C 0.93411 0.53343 -0.76819 0.094 -0.148 0.211
N -0.30604 0.54404 -1.39152 -0.365 -0.486 0.164
C -1.20979 -0.15890 -0.58124 0.575 0.546 0.178
O -2.57727 -0.09701 -0.68154 0.117 0.324 -0.889
C -0.52928 -0.55795 0.54005 -0.058 0.014 0.089
H 2.26311 0.68677 1.53658 0.090 -0.192 0.068
H 1.35535 -0.42783 2.31507 0.188 -0.034 -0.006
H 1.84338 0.88526 -1.23870 -0.346 0.137 -0.056
H -0.34464 0.88971 -2.34257 -0.811 -0.312 0.373
H -3.01681 -0.95319 -0.75547 0.523 0.001 -0.048
H -0.96732 -1.05285 1.39587 -0.063 0.129 -0.079



13
Properties=species:S:1:pos:R:3:forces:R:3 method="wB97M-V/def2-TZVPD" relative_energy_ev=4.612 homo_lumo_gap_ev=9.802 lumo_energy_ev=0.1736 e_tot_ev=-9268.8897
C -0.01752 -1.39286 1.72958 0.038 -0.174 0.253
C -0.30199 -0.34970 0.52923 -0.083 0.259 -0.217
C 0.89102 -0.68536 0.00790 -0.254 0.004 0.124
N 0.83737 0.22741 -2.46095 -0.591 0.898 0.369
C 0.25315 1.14812 -2.05124 0.498 -0.755 -0.285
N -0.47710 2.16761 -1.57752 0.083 -0.070 0.011
O -1.25901 0.40464 0.55483 0.333 -0.325 0.009
H -0.93067 -1.99215 1.75705 0.096 0.091 -0.079
H 0.84921 -2.05735 1.67555 -0.086 0.080 -0.036
H 0.08416 -0.77289 2.62015 0.007 -0.046 -0.134
H 1.06317 -1.56396 -0.60436 -0.047 0.063 0.105
H -1.04622 1.85768 -0.78634 0.060 0.063 -0.068
H 0.05443 3.00881 -1.39388 -0.053 -0.089 -0.052



13
Properties=species:S:1:pos:R:3:forces:R:3 method="wB97M-V/def2-TZVPD" relative_energy_ev=1.159 homo_lumo_gap_ev=10.021 lumo_energy_ev=0.6432 e_tot_ev=-9272.3433
H -0.38863 -0.71153 2.91224 -0.032 0.142 0.010
N 0.18985 -0.01013 2.45435 -0.236 -0.018 -0.160
C -0.08855 0.04486 1.21435 0.077 -0.002 0.135
C -1.01207 -0.76446 0.37390 0.032 -0.045 -0.089
C -0.60607 -0.67506 -0.88952 -0.074 -0.048 0.148
C 0.62757 0.20419 -0.96768 0.002 -0.272 0.067
O 0.71930 1.05249 -2.06815 -0.271 0.190 -0.072
N 0.58062 0.87820 0.32017 0.154 -0.052 0.105
H -1.83663 -1.34126 0.77815 0.152 0.056 -0.080
H -1.03508 -1.15921 -1.75919 0.114 0.040 0.086
H 1.51809 -0.43274 -1.03229 0.012 0.009 -0.080
H -0.08455 1.58673 -2.08969 0.067 0.095 -0.019
H 1.44051 1.27293 0.67726 0.004 -0.095 -0.048